C27H29N3O3Se4Ti | the ωB97M-V functional and the def2-TZVPD basis

XYZ file:
```
67
C27H29N3O3Se4Ti (the ωB97M-V functional and the def2-TZVPD basis)
H -1.269 -1.487 -1.958
H 4.235 -0.430 -2.056
C 1.533 -0.003 2.492
C -0.507 0.799 -3.091
Se -2.973 2.287 0.798
C -2.137 1.561 -5.239
Se 0.294 3.093 0.051
C -0.637 -3.015 0.719
H 4.201 -0.573 2.293
H -0.832 -1.709 3.545
H -2.783 1.868 -6.054
Ti -0.117 0.658 0.097
C -1.766 -1.151 3.451
H -2.840 -1.583 -2.761
H -3.185 0.361 5.163
H 1.430 2.860 2.405
H -1.379 -5.013 0.215
C -1.776 -1.389 -2.913
H -0.635 3.794 5.144
H 1.280 3.879 3.841
H 1.798 -3.109 -0.660
C -0.218 1.965 -3.818
Se -1.874 3.394 -0.699
H 5.539 -0.645 0.130
N 0.291 0.436 -1.969
H 0.318 -4.968 0.721
C -1.532 0.287 3.810
N 1.740 0.121 0.118
C 1.241 2.851 3.476
C 3.737 -0.423 1.326
H -2.121 -1.247 2.426
C -2.332 0.903 4.768
C 3.758 -0.339 -1.089
H 0.944 -2.323 -2.007
H 0.604 -4.994 -1.690
C 2.395 -0.150 1.294
C -2.050 2.184 5.213
N 0.290 0.448 2.166
C 4.468 -0.483 0.125
H -3.206 -0.260 -4.854
H -2.510 -1.593 4.118
C 0.983 2.824 -3.529
C -1.046 2.332 -4.873
C -0.455 -4.436 0.163
H -0.828 3.252 -5.409
H -0.844 -3.983 -1.921
C 2.418 -0.072 -1.062
C 0.012 -4.179 -1.272
C -0.905 2.818 4.755
C -2.378 0.378 -4.561
O 1.947 -0.254 3.635
H -0.212 -2.906 1.718
H 1.482 2.540 -2.608
Se -2.570 0.129 0.061
H -1.376 -2.150 -3.592
H 1.702 2.734 -4.347
C 1.560 0.059 -2.277
C -0.455 0.987 3.252
C -1.561 -0.025 -3.509
O 2.000 -0.200 -3.407
H -2.698 2.668 5.936
O 0.035 -2.129 -0.180
H 2.041 2.273 3.947
H -1.686 -2.713 0.753
C 0.811 -2.898 -1.092
C -0.079 2.221 3.809
H 0.684 3.871 -3.432
```

Output
- HOMO level (alpha / beta): 0.47 / 0.48 eV
- Energy relative to the best compared isomer or geometry (same formula, charge and spin): 0.535 eV
- Total charge: -2
- HOMO-LUMO gap (alpha / beta): 4.0 / 4.0 eV

These are the natural (NBO) partial charges, in e, on atoms 1 to 8:
1. H 0.24
2. H 0.22
3. C 0.61
4. C 0.27
5. Se 0.01
6. C -0.24
7. Se -0.43
8. C -0.06

C4H6IN2 | the ωB97M-V functional and the def2-TZVPD basis

XYZ file:
```
13
C4H6IN2 (the ωB97M-V functional and the def2-TZVPD basis)
C -0.477 0.892 -0.123
N -1.924 -0.796 0.901
N 0.795 0.770 -0.405
H 0.967 -1.495 -0.360
C -3.321 1.169 0.718
H 1.556 1.484 -0.639
H -1.773 -1.678 0.387
C 1.530 -0.493 -0.219
H 1.775 -0.537 0.890
H 2.373 -0.346 -0.949
C -2.856 0.007 0.812
H -4.247 1.584 1.052
I -1.575 2.611 -0.174
```

Output
- HOMO level: -13.18 eV
- Energy relative to the best compared isomer or geometry (same formula, charge and spin): 6.299 eV
- Total charge: +1
- HOMO-LUMO gap: 7.6 eV

These are the natural (NBO) partial charges, in e, on atoms 1 to 8:
1. C 0.04
2. N -0.51
3. N -0.57
4. H 0.25
5. C -0.40
6. H 0.43
7. H 0.42
8. C -0.44

C16H23N3O2 | the ωB97M-V functional and the def2-TZVPD basis

XYZ file:
```
44
C16H23N3O2 (the ωB97M-V functional and the def2-TZVPD basis)
C -1.376 -5.573 -2.336
H 0.627 -6.629 -1.964
C -2.961 -2.067 -2.469
C 2.691 3.315 4.194
C -0.925 1.135 -0.185
H -2.606 -3.636 -4.908
C -2.776 -0.752 -1.453
H -0.848 -4.716 -1.740
C -0.162 1.919 2.471
C -0.395 3.808 0.595
H 0.097 1.633 3.577
O -2.284 -5.125 -3.404
H 3.440 5.737 2.735
H -3.711 -0.280 -0.882
H -2.054 -6.152 -1.543
C 2.053 4.338 3.065
H -0.049 5.420 2.748
O 2.601 5.685 3.292
C -0.587 0.744 1.401
N -0.063 3.366 2.036
C -1.290 -0.116 -1.180
H -0.661 -0.388 1.724
H 1.079 -0.356 -1.799
H -0.298 4.953 0.342
H 0.333 -6.354 -3.806
C -0.004 -0.811 -1.987
H 2.354 3.981 1.991
C -1.804 -3.908 -4.076
H -0.766 -4.040 -4.613
H -1.069 3.027 -1.705
C -0.218 -6.634 -2.806
N -1.738 -2.679 -3.165
H 2.447 2.200 3.850
C 0.383 4.376 3.095
C -0.837 2.720 -0.593
H 0.577 -2.607 -3.497
H -0.629 -7.755 -2.810
H -3.994 -2.577 -2.691
C -0.331 -2.095 -2.953
H 4.679 2.733 4.763
N 4.229 3.414 4.109
H 2.317 3.547 5.278
H 0.086 4.077 4.189
H 4.444 3.124 3.108
```

Output
- HOMO level: -14.06 eV
- Energy relative to the best compared isomer or geometry (same formula, charge and spin): 17.562 eV
- Total charge: +2
- HOMO-LUMO gap: 6.1 eV

These are the natural (NBO) partial charges, in e, on atoms 1 to 8:
1. C -0.11
2. H 0.23
3. C 0.13
4. C -0.26
5. C -0.02
6. H 0.25
7. C -0.20
8. H 0.17

C49H108F3O3P3S | the ωB97M-V functional and the def2-TZVPD basis

XYZ file:
```
167
C49H108F3O3P3S (the ωB97M-V functional and the def2-TZVPD basis)
F 4.844 -8.785 5.506
H -1.084 -9.399 -2.658
C 13.642 -11.543 2.230
H 6.472 -6.225 -1.932
H 5.895 -17.197 2.854
H 6.387 -12.813 2.120
H 3.969 -16.149 3.528
H 5.478 -13.095 6.937
C 6.112 -16.487 3.652
C 3.528 -8.644 -0.483
H 7.044 -16.630 5.634
H 11.381 -12.769 0.492
H 4.010 -6.894 -2.643
C 6.210 -13.581 6.292
H 9.901 -6.719 0.765
C 9.241 -8.681 1.212
H 9.034 -10.026 4.273
C 6.186 -6.813 -2.804
H 2.045 -10.628 6.700
H 4.627 -8.469 -3.069
H 3.137 -5.475 3.840
C 6.010 -13.405 4.697
C 6.094 -8.817 4.996
H 2.375 -4.464 2.606
H 0.145 -12.148 0.431
H 7.019 -7.490 -2.990
H 1.603 -9.006 1.732
H 11.369 -8.492 1.340
H 6.526 -12.025 -1.446
H 8.282 -13.783 6.419
H 3.858 -6.788 1.744
C 3.172 -13.631 5.310
H 2.617 -11.612 4.608
C 1.088 -7.381 -1.832
H 8.817 -8.373 2.167
H 15.424 -11.823 3.578
H 3.585 -14.055 6.225
H -2.669 -8.781 -2.175
H 8.839 -14.538 1.093
H 1.141 -11.473 1.713
F 6.780 -9.768 5.669
H 10.988 -9.925 0.537
C 4.646 -4.473 2.401
H 2.167 -14.014 5.130
H 7.399 -12.899 -0.329
H 8.682 -13.221 8.603
C 2.037 -11.718 6.693
H 13.256 -12.479 2.636
C 4.770 -7.954 -1.017
H 1.132 -8.330 -2.367
H 5.559 -8.686 -0.844
C 10.318 -12.313 2.263
C 10.650 -9.310 1.371
H 9.864 -10.191 7.340
H 3.497 -14.027 1.946
H 4.592 -11.894 0.274
H 3.295 -9.537 -1.063
H 6.096 -14.319 1.552
H -1.391 -9.997 1.795
H 6.928 -11.262 0.055
H 1.744 -6.819 -2.496
H 6.041 -12.361 4.385
H 6.121 -14.628 6.581
C 0.268 -11.286 1.087
H 4.615 -4.187 1.350
C -0.368 -6.864 -1.802
H 3.541 -12.061 8.291
H 13.401 -11.629 1.170
H 10.223 -8.616 8.008
C 9.320 -7.518 0.305
C -1.189 -7.253 -3.047
H -0.466 -9.769 -0.387
H 8.225 -18.388 3.514
H 9.601 -7.866 4.669
C 6.566 -12.198 -0.370
C 11.006 -8.585 6.129
H 2.282 -13.279 8.221
C 10.346 -12.855 0.825
H 6.210 -6.092 -3.621
H -0.463 -5.803 -1.570
H 8.337 -7.046 0.281
H 11.961 -9.111 6.140
H 10.698 -15.083 2.675
H -0.535 -7.198 -3.917
H 7.736 -14.650 8.409
C 9.983 -9.139 7.082
H 5.054 -7.056 -0.468
H 0.163 -8.360 1.381
S 6.070 -9.235 3.118
C 0.980 -8.850 0.851
H 8.560 -9.422 0.793
H 12.944 -9.388 2.721
H 6.743 -15.688 3.264
H 1.891 -11.762 8.838
H 6.818 -13.996 4.265
H 11.828 -15.340 1.398
H 4.937 -13.576 -0.441
H 9.003 -8.802 6.744
P 10.889 -10.526 2.693
H 6.946 -13.070 8.996
H 8.685 -18.116 5.230
H 9.783 -14.714 -0.279
C 5.610 -13.343 1.569
H 15.568 -10.467 2.315
O 4.803 -9.999 2.953
H 4.391 -16.100 5.181
H 15.443 -12.735 0.747
C 0.437 -10.104 0.124
H 9.421 -8.450 -1.688
H 6.159 -18.045 5.020
C 2.490 -12.223 8.053
H 9.808 -12.147 0.195
C -1.005 -11.008 1.927
H 9.928 -6.745 -1.553
C 4.282 -13.412 2.387
H 3.777 -9.006 0.514
P 4.446 -14.042 4.075
C 5.271 -12.741 0.175
F 6.671 -7.632 5.239
H 4.880 -3.661 3.089
H -1.881 -6.421 -3.175
H -0.882 -7.288 -0.940
H 12.839 -10.564 4.018
C 4.772 -15.833 4.195
H 11.026 -12.871 2.876
O 7.287 -10.057 2.797
C 6.868 -17.258 4.761
C 2.872 -6.404 2.004
C 10.465 -8.531 4.696
P 2.023 -7.762 -0.226
C 3.233 -5.100 2.821
H 10.401 -10.720 4.971
H 9.360 -12.390 2.778
C -1.859 -8.669 -2.896
H 2.464 -7.105 2.733
H 11.338 -7.580 6.391
H 3.756 -12.464 2.270
C 10.034 -7.743 -1.128
H 1.276 -10.419 -0.496
H 7.728 -12.135 6.772
C 8.260 -17.669 4.332
H 11.089 -8.010 -1.052
C 7.678 -13.563 8.356
C 3.062 -12.054 5.499
O 6.087 -7.972 2.392
H 11.082 -8.019 3.958
H 2.683 -5.597 0.079
H -1.799 -11.650 1.545
C 4.873 -7.551 -2.535
C 10.121 -9.954 4.248
C 15.182 -11.451 2.582
H 8.774 -16.767 3.999
H 1.090 -12.237 6.550
C 7.518 -13.194 6.927
H -0.943 -11.078 3.013
H 16.854 -11.994 1.114
C 9.857 -14.357 0.748
H 4.093 -11.748 5.679
H 16.284 -13.270 2.196
C 12.764 -10.441 2.938
H 1.059 -5.822 0.783
H 10.332 -16.302 1.516
C 10.759 -15.303 1.609
C 15.980 -12.390 1.630
H 5.470 -5.174 2.531
C 2.071 -6.222 0.730
H -2.336 -9.069 -3.791
```

Output
- HOMO level: -13.57 eV
- Energy relative to the best compared isomer or geometry (same formula, charge and spin): 0.000 eV
- Total charge: +2
- HOMO-LUMO gap: 10.3 eV

These are the Mulliken partial charges, in e, on atoms 1 to 8:
1. F -0.21
2. H 0.22
3. C -0.63
4. H 0.34
5. H 0.68
6. H -0.16
7. H 0.59
8. H -0.13

C4H7NO | the ωB97M-V functional and the def2-TZVPD basis

XYZ file:
```
13
C4H7NO (the ωB97M-V functional and the def2-TZVPD basis)
C 0.933 -0.293 -1.334
C -0.368 0.287 -0.926
H -0.630 -1.699 1.017
H -1.203 -0.421 -0.998
C -0.118 -0.745 1.216
H 1.672 0.416 -1.696
C 0.641 -0.079 0.137
O -0.731 1.615 -1.066
H -1.010 -0.430 2.869
H 1.209 0.757 0.542
H 0.963 -1.252 -1.837
N -0.332 -0.013 2.236
H -1.032 1.865 -0.178
```

Output
- SMILES: [H]/N=C/[C@H]1C[C@@H]1O
- HOMO level: -9.56 eV
- Energy relative to the best compared isomer or geometry (same formula, charge and spin): 2.682 eV
- HOMO-LUMO gap: 10.5 eV

These are the natural (NBO) partial charges, in e, on atoms 1 to 8:
1. C -0.41
2. C 0.11
3. H 0.16
4. H 0.16
5. C 0.14
6. H 0.24
7. C -0.33
8. O -0.69

C3H4FN | the ωB97M-V functional and the def2-TZVPD basis

XYZ file:
```
9
C3H4FN (the ωB97M-V functional and the def2-TZVPD basis)
H -0.283 2.019 -1.244
H 0.693 0.780 -0.511
C 0.301 1.851 -0.331
H -0.021 -2.274 -0.315
F -1.611 0.257 2.613
C -0.895 -1.793 -0.089
C -1.137 0.122 1.441
H -1.746 -1.933 -0.676
N -1.018 -0.947 0.844
```

Output
- HOMO level (alpha / beta): -8.58 / -8.47 eV
- Energy relative to the best compared isomer or geometry (same formula, charge and spin): 7.071 eV
- HOMO-LUMO gap (alpha / beta): 8.1 / 8.0 eV

These are the natural (NBO) partial charges, in e, on atoms 1 to 8:
1. H 0.07
2. H 0.07
3. C -0.25
4. H 0.19
5. F -0.29
6. C -0.09
7. C 0.50
8. H 0.19

C3H11O4 | the ωB97M-V functional and the def2-TZVPD basis

XYZ file:
```
18
C3H11O4 (the ωB97M-V functional and the def2-TZVPD basis)
H 1.043 0.088 1.119
H 0.768 0.660 -1.052
H -0.615 -1.950 -1.800
O -1.303 -0.643 -0.382
H -0.824 -0.081 0.351
C 0.886 -0.414 -1.396
C -0.525 -0.857 -1.629
H -0.931 -0.304 -2.493
H 1.456 -0.519 -2.331
H 2.227 -2.067 -0.307
O -1.865 2.422 0.815
H -1.228 1.684 1.238
H 0.677 -1.905 0.400
C 1.419 -1.311 -0.197
H -1.388 2.699 0.086
H -0.190 0.302 2.391
O 1.887 -0.304 0.715
O -0.177 0.636 1.569
```

Output
- 2S+1: 2
- HOMO level (alpha / beta): -9.94 / -9.78 eV
- Energy relative to the best compared isomer or geometry (same formula, charge and spin): 1.749 eV
- HOMO-LUMO gap (alpha / beta): 10.5 / 5.1 eV

These are the natural (NBO) partial charges, in e, on atoms 1 to 8:
1. H 0.48
2. H 0.24
3. H 0.18
4. O -0.70
5. H 0.50
6. C -0.44
7. C -0.07
8. H 0.21

C30H47N3O11P2S | the ωB97M-V functional and the def2-TZVPD basis

XYZ file:
```
94
C30H47N3O11P2S (the ωB97M-V functional and the def2-TZVPD basis)
H -2.054 -2.435 0.446
O -0.650 -0.059 -4.828
O 2.403 -7.127 0.274
C 5.225 0.383 -0.004
O 6.387 -5.179 3.673
C 0.202 0.345 -2.048
H 5.078 2.711 -0.477
C 5.163 -4.986 1.612
C 2.266 -1.041 -2.011
H -0.584 -0.443 3.186
C -6.103 -0.864 2.444
O 3.238 -3.864 -2.621
H 0.804 5.853 0.948
H -0.597 3.442 -2.763
H -5.917 3.541 2.712
N 0.321 3.783 0.249
C 4.116 -5.588 0.743
H -6.183 -0.524 0.000
O 4.837 -0.596 1.065
H 1.925 1.450 -3.285
H 3.720 1.951 0.735
H -3.103 1.303 0.534
H -1.702 3.567 1.002
H -4.028 4.818 -2.279
H -3.899 3.602 0.189
C 0.612 4.755 1.373
C -0.917 -0.462 0.369
C -0.390 0.780 -0.542
C 5.441 -5.640 2.963
S 3.049 -1.134 -3.756
N -1.293 1.996 -0.589
H -5.940 1.972 5.067
H -1.993 -1.118 -3.105
C -5.979 1.474 3.991
C 1.007 1.646 -2.593
H -2.256 4.484 -1.733
H -1.365 -2.129 -1.280
H -2.910 -1.217 -0.707
H 4.037 -5.099 -0.222
C 4.611 -6.660 3.243
C 4.829 1.931 0.361
C 0.300 -1.308 1.146
C 3.296 -6.616 1.017
C 3.503 -7.200 2.412
O -5.058 2.420 -1.221
H -7.146 2.551 -0.725
C -3.738 3.010 -0.821
H 0.595 1.168 0.016
O 3.039 -0.215 -1.074
H 5.506 2.236 1.296
C 4.474 -0.185 -1.387
N 0.092 2.916 -4.789
C -2.760 1.680 -0.546
H -2.969 3.341 -3.054
C -6.127 0.041 1.039
O 5.753 -3.989 1.186
H 1.345 -1.175 0.645
O 2.813 -8.101 2.899
H -0.554 3.676 -5.099
H 4.964 -1.228 -1.595
H -0.046 4.354 -0.545
H -6.068 3.836 0.136
H -0.293 4.801 2.118
H -2.231 1.182 -3.255
O 1.031 -3.620 -0.969
H 1.565 4.353 1.958
P 2.591 -2.857 -1.344
C -3.254 3.930 -2.084
C -6.055 1.678 1.085
H 4.727 -7.182 4.186
C -0.844 2.840 0.615
C 0.450 -0.629 2.667
H -6.059 -0.820 4.953
H -0.013 -2.433 1.332
O 0.836 -0.931 -1.999
H 4.312 -1.743 -3.693
H 2.484 -4.061 -3.263
H 1.429 2.270 -1.666
C -6.043 -0.196 3.958
C 0.069 2.747 -3.428
H 1.169 -1.263 3.364
C -5.980 2.377 2.586
H 0.911 0.453 2.460
C -1.848 -1.581 -0.363
C -6.083 2.695 -0.202
H -3.137 0.867 -1.298
H 6.387 0.203 -0.165
H 5.611 -1.203 1.271
P -1.250 0.128 -3.342
H -6.168 -2.053 2.407
H -1.561 -0.035 1.280
H 0.436 -3.537 -1.774
H 4.761 0.618 -2.223
H -0.576 2.163 1.561
```

Output
- HOMO level: 0.28 eV
- Total charge: -2
- HOMO-LUMO gap: 2.0 eV

These are the Mulliken partial charges, in e, on atoms 1 to 8:
1. H 0.45
2. O -0.73
3. O -0.85
4. C -0.04
5. O -0.86
6. C 0.11
7. H 0.28
8. C 0.52

C2H14N7 | the ωB97M-V functional and the def2-TZVPD basis

XYZ file:
```
23
C2H14N7 (the ωB97M-V functional and the def2-TZVPD basis)
H -0.530 1.383 -1.307
N -0.272 1.083 -0.317
C 0.796 -2.110 0.018
N -2.123 -2.123 -0.544
N 1.081 1.282 0.213
H 1.985 -0.147 -1.280
H -2.739 -2.562 0.127
H 1.808 -1.367 1.391
H 0.735 -3.096 0.651
N -0.796 3.311 0.109
H -1.162 -1.322 1.179
H 0.034 3.621 0.559
C 1.965 0.146 -0.114
H -0.662 -0.506 -0.167
N -1.126 2.016 0.402
N 1.642 -1.133 0.463
N -1.001 -1.493 0.183
H -1.170 1.973 1.423
H 0.816 -2.107 -0.979
H -1.327 3.717 -0.639
H 1.379 2.194 -0.068
H 3.039 0.349 0.198
H -1.858 -2.832 -1.207
```

Output
- HOMO level: -12.71 eV
- Energy relative to the best compared isomer or geometry (same formula, charge and spin): 4.659 eV
- Total charge: +1
- HOMO-LUMO gap: 10.1 eV

These are the natural (NBO) partial charges, in e, on atoms 1 to 8:
1. H 0.38
2. N -0.36
3. C 0.04
4. N -0.64
5. N -0.50
6. H 0.17
7. H 0.37
8. H 0.40

C9H9O2S | the ωB97M-V functional and the def2-TZVPD basis

XYZ file:
```
21
C9H9O2S (the ωB97M-V functional and the def2-TZVPD basis)
C -0.301 0.956 0.458
C 1.066 0.832 0.736
H -1.379 -0.712 2.398
H 0.603 -1.194 -3.126
H 1.000 -0.615 -1.349
O -2.726 1.884 -0.174
C -1.004 -0.883 -1.754
C 0.307 -0.948 -2.003
H -0.802 -1.935 1.165
O -3.706 -0.116 0.147
H 2.919 1.871 0.565
H -1.790 -1.274 -2.351
C -1.466 -1.165 1.450
C 1.103 2.951 -0.224
C -2.757 0.651 0.155
C 1.838 1.963 0.343
S -0.607 2.567 -0.234
H -2.463 -1.600 1.450
C -1.400 0.146 0.631
H 1.572 3.931 -0.680
H 1.479 -0.029 1.193
```

Output
- HOMO level (alpha / beta): -4.55 / -3.35 eV
- Energy relative to the best compared isomer or geometry (same formula, charge and spin): 2.903 eV
- Total charge: -1
- HOMO-LUMO gap (alpha / beta): 7.7 / 6.7 eV

These are the natural (NBO) partial charges, in e, on atoms 1 to 8:
1. C -0.25
2. C -0.27
3. H 0.21
4. H 0.18
5. H 0.20
6. O -0.76
7. C -0.09
8. C -0.54

| no. | energy (eV) |
| --- | --- |
| 1 | -323588.7049 |
| 2 | -15312.8989 |
| 3 | -25497.4190 |
| 4 | -105548.0798 |
| 5 | -7796.9628 |
| 6 | -7375.4655 |
| 7 | -11474.3898 |
| 8 | -88257.1686 |
| 9 | -12719.9103 |
| 10 | -24405.8968 |